C41H45F5NO7PSb | the ωB97M-V functional and the def2-TZVPD basis

```
101
Properties=species:S:1:pos:R:3:lowdin_charge:R:1
C 1.779 6.394 3.337 -0.11
C 0.406 5.592 2.844 -0.25
O 0.681 4.680 1.697 -0.22
C 1.119 3.409 2.287 -0.20
C 2.311 2.627 1.464 -0.32
O 1.719 1.614 0.585 -0.52
Sb 1.692 2.250 -1.401 1.10
C 3.705 1.465 -1.829 -0.37
C 4.023 -0.080 -1.467 -0.30
C 4.207 -0.395 0.166 -0.19
C 3.008 -1.392 0.635 -0.21
C 3.427 -2.757 1.406 -0.19
C 4.837 -3.458 0.983 -0.22
O 4.770 -4.223 -0.306 -0.28
C 4.930 -3.332 -1.460 -0.12
P 0.482 0.193 -2.166 0.52
N -0.387 -0.292 -0.849 -0.42
C 1.456 3.011 -3.508 -0.38
F 2.707 3.695 -3.915 -0.09
F 1.244 1.876 -4.457 -0.12
C 0.249 4.152 -3.583 -0.23
F 0.175 4.860 -4.881 0.01
F -1.088 3.621 -3.232 0.00
F 0.606 5.177 -2.539 -0.04
H 1.901 6.303 4.502 0.07
H 1.667 7.533 3.077 0.07
H 2.713 5.916 2.774 0.09
H -0.060 5.035 3.777 0.12
H -0.372 6.410 2.460 0.12
H 1.543 3.602 3.381 0.12
H 0.231 2.628 2.443 0.15
H 3.109 3.326 0.971 0.09
H 2.910 2.010 2.293 0.12
H 0.129 2.949 -1.049 -0.02
H 2.403 3.788 -1.028 -0.03
H 4.494 2.138 -1.239 0.08
H 3.969 1.618 -2.982 0.07
H 3.328 -0.887 -1.952 0.05
H 5.106 -0.306 -1.924 0.10
H 5.296 -0.775 0.350 0.08
H 4.153 0.686 0.674 0.10
H 2.258 -1.697 -0.238 0.10
H 2.332 -0.775 1.403 0.12
H 3.329 -2.564 2.580 0.12
H 2.570 -3.556 1.172 0.12
H 5.029 -4.310 1.801 0.13
H 5.790 -2.769 1.054 0.12
H 3.833 -3.001 -1.797 0.10
H 5.637 -2.411 -1.248 0.09
H 5.407 -3.956 -2.337 0.10
H -0.514 0.510 -3.181 -0.04
H 1.306 -0.841 -2.706 -0.06
H -0.101 -1.274 -0.604 -0.08
C -8.445 5.865 1.927 -0.07
C -7.432 5.911 2.884 -0.07
C -6.097 5.988 2.484 0.00
C -5.773 6.006 1.122 -0.08
C -6.785 5.936 0.165 -0.08
C -8.125 5.877 0.569 0.00
C -6.452 5.905 -1.274 -0.28
O -7.341 5.847 -2.115 0.09
C -5.034 5.937 -1.684 -0.09
C -4.703 5.850 -3.042 0.00
C -3.365 5.892 -3.439 -0.05
C -2.357 6.031 -2.485 -0.05
C -2.684 6.112 -1.131 0.03
C -4.025 6.055 -0.729 -0.08
C -4.359 6.106 0.708 -0.28
O -3.474 6.223 1.548 0.09
H -9.486 5.815 2.239 0.10
H -7.681 5.889 3.943 0.10
H -5.311 6.028 3.237 0.12
H -8.921 5.835 -0.172 0.12
H -5.483 5.744 -3.794 0.12
H -3.109 5.819 -4.494 0.11
H -1.315 6.071 -2.795 0.08
H -1.892 6.215 -0.391 0.13
C -3.365 -9.371 1.883 -0.06
C -3.494 -8.022 1.557 -0.06
C -2.417 -7.331 1.000 0.01
C -1.201 -7.989 0.779 -0.08
C -1.064 -9.332 1.128 -0.09
C -2.152 -10.028 1.670 0.00
C 0.229 -10.023 0.945 -0.28
O 0.349 -11.204 1.248 0.09
C 1.376 -9.269 0.401 -0.09
C 2.622 -9.896 0.276 0.00
C 3.709 -9.194 -0.250 -0.06
C 3.552 -7.871 -0.661 -0.05
C 2.313 -7.242 -0.533 0.02
C 1.225 -7.940 0.008 -0.08
C -0.073 -7.255 0.172 -0.28
O -0.210 -6.091 -0.184 0.11
H -4.207 -9.912 2.309 0.10
H -4.436 -7.506 1.735 0.11
H -2.528 -6.279 0.743 0.13
H -2.056 -11.080 1.932 0.12
H 2.753 -10.930 0.592 0.12
H 4.678 -9.681 -0.340 0.10
H 4.396 -7.326 -1.077 0.11
H 2.199 -6.207 -0.852 0.12
```

Computed properties:
* total charge: -1
* HOMO: -4.04 eV
* LUMO: 0.38 eV

=====

C16H15IN8NiO5S5 | the ωB97M-V functional and the def2-TZVPD basis

```
51
Properties=species:S:1:pos:R:3:lowdin_charge:R:1
Ni -0.233 0.275 0.084 0.18
N -0.974 -5.425 5.403 0.06
C -0.772 -4.114 4.913 -0.34
C 0.215 -3.299 5.464 -0.05
C 0.403 -2.011 4.990 -0.07
C -0.406 -1.521 3.981 -0.28
C -1.394 -2.321 3.432 -0.09
C -1.581 -3.611 3.897 -0.04
S -0.169 0.123 3.324 0.62
O 0.652 0.841 4.265 -0.30
O -1.504 0.629 3.105 -0.33
N 0.518 -0.087 1.881 -0.17
C 1.768 -0.616 1.829 -0.48
N 2.242 -0.746 0.577 0.08
C 3.442 -1.246 0.411 -0.15
C 4.228 -1.650 1.491 -0.09
C 3.646 -1.503 2.734 -0.16
N 2.437 -0.997 2.928 0.13
H -0.117 -5.832 5.751 0.07
H -1.368 -6.031 4.697 0.07
H 0.849 -3.682 6.258 0.10
H 1.182 -1.374 5.385 0.10
H -1.999 -1.941 2.619 0.08
H -2.343 -4.238 3.449 0.11
H 3.781 -1.340 -0.617 0.10
H 5.220 -2.063 1.369 0.08
H 4.178 -1.811 3.633 0.10
N 1.754 0.161 -2.442 0.06
C 0.447 0.264 -2.769 -0.70
N -0.524 0.369 -1.897 -0.02
C -1.758 0.416 -2.523 -0.33
C -1.732 0.329 -3.872 -0.36
S -0.102 0.205 -4.419 1.00
C -2.950 0.586 -1.697 -0.35
C -4.214 0.853 -2.118 -0.38
S -5.220 1.101 -0.731 0.97
C -3.826 0.811 0.305 -0.66
N -2.738 0.543 -0.352 0.09
N -3.923 0.837 1.648 0.11
H 1.928 0.733 -1.584 -0.07
H 2.370 0.466 -3.184 0.08
H -2.564 0.339 -4.554 0.06
H -4.577 0.988 -3.123 0.06
H -4.679 1.362 2.050 0.08
H -3.037 0.860 2.154 0.05
O -0.828 3.363 -1.431 -0.43
S -0.027 3.263 -0.218 0.06
O -0.565 2.102 0.652 -0.51
O 0.023 4.480 0.567 -0.44
S 1.862 2.637 -0.576 0.20
I -0.582 -2.378 -0.240 0.13
```

Computed properties:
* total charge: -2
* HOMO: -1.43 eV
* LUMO: 4.10 eV

=====

ClH3NPS | the ωB97M-V functional and the def2-TZVPD basis

```
7
Properties=species:S:1:pos:R:3:lowdin_charge:R:1
N 0.857 0.445 -0.468 -0.64
P 1.068 1.990 -0.828 0.77
S -0.865 -0.815 0.359 0.24
Cl -2.567 -2.026 0.520 -0.08
H 1.063 -0.227 -1.213 -0.04
H 0.489 2.279 0.452 -0.14
H -0.045 -1.646 1.178 -0.11
```

Computed properties:
* total charge: 0
* HOMO: -8.85 eV
* LUMO: -1.21 eV

=====

C22H28N2O3 | the ωB97M-V functional and the def2-TZVPD basis

```
55
Properties=species:S:1:pos:R:3:lowdin_charge:R:1
C 6.542 1.723 2.025 0.02
C 7.416 1.149 1.221 -0.16
C 7.546 1.476 -0.237 -0.19
O 7.183 0.375 -1.063 -0.05
C 5.841 0.061 -1.024 -0.21
C 4.940 0.739 -1.825 0.00
C 3.598 0.401 -1.825 -0.05
C 3.141 -0.624 -1.012 -0.22
C 1.677 -0.967 -0.979 -0.17
N 0.979 -0.008 -0.144 0.02
C -0.392 0.001 -0.020 -0.28
C -1.185 -1.099 -0.354 -0.02
C -2.551 -1.082 -0.151 -0.01
C -3.170 0.038 0.391 -0.23
N -4.551 0.116 0.622 0.12
C -5.513 -0.825 0.422 -0.48
O -5.308 -1.943 0.000 0.07
C -6.902 -0.318 0.777 -0.10
C -7.432 0.669 -0.276 -0.44
C -8.761 1.263 0.184 -0.08
C -7.593 -0.029 -1.623 -0.07
C -2.387 1.144 0.720 -0.03
C -1.025 1.127 0.516 -0.03
C 4.038 -1.303 -0.197 0.04
C 5.388 -0.978 -0.190 -0.20
O 6.331 -1.589 0.571 -0.08
C 5.935 -2.638 1.420 -0.08
H 6.457 1.452 3.064 0.05
H 5.881 2.502 1.681 0.06
H 8.061 0.355 1.569 0.11
H 6.933 2.354 -0.487 0.12
H 8.590 1.679 -0.493 0.13
H 5.307 1.531 -2.462 0.12
H 2.908 0.932 -2.465 0.11
H 1.535 -1.966 -0.555 0.12
H 1.273 -0.967 -2.004 0.13
H 1.415 0.902 -0.109 0.13
H -0.736 -1.983 -0.776 0.10
H -3.146 -1.941 -0.411 0.10
H -4.856 1.004 0.997 0.14
H -7.569 -1.179 0.829 0.13
H -6.877 0.164 1.757 0.12
H -6.709 1.486 -0.393 0.13
H -9.499 0.475 0.321 0.08
H -9.141 1.962 -0.558 0.08
H -8.646 1.793 1.127 0.07
H -7.918 0.678 -2.384 0.08
H -8.334 -0.822 -1.550 0.09
H -6.653 -0.473 -1.941 0.08
H -2.853 2.027 1.137 0.11
H -0.432 1.993 0.777 0.11
H 3.663 -2.092 0.436 0.11
H 5.215 -2.297 2.171 0.10
H 6.844 -2.972 1.918 0.09
H 5.506 -3.473 0.856 0.10
```

Computed properties:
* total charge: 0
* HOMO: -7.34 eV
* LUMO: 0.75 eV

=====

C8H18NO | the ωB97M-V functional and the def2-TZVPD basis

```
28
Properties=species:S:1:pos:R:3:lowdin_charge:R:1
C 2.254 -0.103 -1.533 0.10
C 1.189 0.456 -0.946 -0.28
C 0.852 1.908 -1.260 -0.06
C 1.115 0.293 2.160 -0.03
C -1.185 -0.410 2.175 -0.08
C -1.453 -1.535 -1.927 -0.08
C -0.182 0.363 1.356 -0.32
C 0.252 -0.350 0.011 -0.36
N -1.280 -0.403 -1.036 0.06
O 0.502 -1.590 0.058 0.12
H 2.617 -1.141 -1.446 0.09
H 2.866 0.499 -2.244 0.09
H 0.962 2.500 -0.298 0.10
H 1.675 2.266 -2.054 0.13
H -0.073 2.304 -1.669 0.07
H 1.407 1.241 2.487 0.07
H 1.949 -0.122 1.558 0.10
H 1.013 -0.328 3.089 0.11
H -2.339 -0.440 1.859 0.13
H -0.877 -1.426 2.267 0.06
H -1.238 0.096 3.185 0.12
H -0.510 -1.835 -2.490 0.11
H -1.752 -2.543 -1.414 0.13
H -2.222 -1.453 -2.783 0.12
H -0.626 1.293 1.235 0.12
H -2.003 -0.448 -0.322 0.12
H -1.269 0.473 -1.489 0.11
H 0.121 -2.072 0.773 0.13
```

Computed properties:
* total charge: +1
* HOMO: -13.70 eV
* LUMO: -2.76 eV

=====

C25H34N4O6 | the ωB97M-V functional and the def2-TZVPD basis

```
69
Properties=species:S:1:pos:R:3:lowdin_charge:R:1
C -6.342 -2.906 0.229 -0.06
C -4.827 -2.948 0.112 -0.26
O -4.311 -1.805 0.764 -0.06
C -2.965 -1.632 0.812 -0.27
C -2.517 -0.503 1.501 0.00
C -1.170 -0.254 1.632 -0.02
C -0.224 -1.111 1.073 -0.18
C 1.251 -0.844 1.301 -0.13
C 2.172 -1.704 0.416 -0.46
O 2.923 -2.529 0.905 0.06
N 2.052 -1.472 -0.896 0.10
C 2.889 -2.117 -1.873 -0.14
C 4.062 -1.220 -2.308 -0.20
O 4.914 -0.828 -1.263 -0.22
C 5.647 -1.877 -0.662 -0.09
N 1.545 0.589 1.214 0.00
C 2.516 1.110 2.151 -0.10
C 3.938 1.088 1.580 -0.18
O 4.101 2.191 0.716 -0.20
C 5.343 2.190 0.052 -0.09
C 1.036 1.315 0.195 -0.41
O 0.505 0.780 -0.774 0.03
C 1.106 2.823 0.312 -0.07
C 0.206 3.506 -0.723 -0.08
C -1.259 3.351 -0.331 -0.46
O -1.814 4.147 0.396 0.07
N -1.847 2.251 -0.871 0.16
C -3.165 1.828 -0.771 -0.30
C -4.131 2.474 0.001 0.00
C -5.415 1.964 -0.013 -0.06
C -5.699 0.848 -0.787 -0.08
C -4.663 0.283 -1.511 -0.16
N -3.430 0.752 -1.507 0.13
C -0.673 -2.228 0.390 -0.01
C -2.026 -2.492 0.255 0.00
H -6.776 -3.778 -0.252 0.08
H -6.724 -2.007 -0.246 0.06
H -6.632 -2.893 1.276 0.08
H -4.527 -2.948 -0.945 0.12
H -4.438 -3.860 0.587 0.13
H -3.250 0.161 1.931 0.12
H -0.849 0.621 2.179 0.12
H 1.481 -1.145 2.332 0.16
H 1.416 -0.731 -1.186 0.12
H 3.270 -3.038 -1.425 0.12
H 2.293 -2.363 -2.755 0.13
H 3.673 -0.284 -2.718 0.13
H 4.633 -1.747 -3.089 0.12
H 6.425 -1.400 -0.067 0.09
H 6.113 -2.513 -1.423 0.09
H 5.016 -2.485 -0.007 0.07
H 2.490 0.496 3.054 0.13
H 2.271 2.138 2.424 0.13
H 4.665 1.151 2.405 0.13
H 4.114 0.151 1.035 0.12
H 6.170 2.246 0.771 0.09
H 5.456 1.290 -0.560 0.07
H 5.355 3.075 -0.581 0.09
H 2.144 3.130 0.170 0.12
H 0.790 3.132 1.311 0.13
H 0.431 4.572 -0.736 0.13
H 0.388 3.082 -1.710 0.12
H -1.250 1.591 -1.363 0.13
H -3.870 3.342 0.581 0.10
H -6.191 2.436 0.574 0.11
H -6.695 0.437 -0.827 0.09
H -4.824 -0.584 -2.139 0.11
H 0.035 -2.922 -0.037 0.12
H -2.330 -3.374 -0.284 0.10
```

Computed properties:
* total charge: 0
* HOMO: -8.17 eV
* LUMO: 0.76 eV

=====

C37H51Cl42NO4 | the ωB97M-V functional and the def2-TZVPD basis

```
135
Properties=species:S:1:pos:R:3:lowdin_charge:R:1
C 3.354 -2.639 1.865 -0.10
C 4.476 -2.855 0.813 -0.25
C 4.350 -1.840 -0.338 -0.23
C 3.113 -2.103 -1.224 -0.19
C 3.290 -1.746 -2.723 -0.21
C 2.281 -0.669 -3.199 -0.22
C 2.956 0.736 -3.251 -0.20
C 3.779 1.055 -1.991 -0.20
C 4.286 2.526 -2.025 -0.19
C 4.030 3.305 -0.683 -0.18
C 2.747 4.166 -0.875 -0.18
C 1.690 3.906 0.249 -0.20
C 0.454 3.187 -0.324 -0.22
C -0.825 3.312 0.557 -0.18
C -2.006 3.338 -0.446 -0.18
C -3.360 2.785 0.051 -0.10
C -3.775 1.381 -0.508 -0.44
N -3.215 1.050 -1.825 0.09
C -5.324 1.415 -0.698 -0.15
C -5.987 0.045 -0.934 -0.27
C -5.821 -0.508 -2.350 -0.53
Cl -6.643 -2.143 -2.366 0.50
C -3.376 0.250 0.478 -0.27
C -4.290 0.305 1.741 -0.08
C -3.649 0.176 3.133 -0.15
O -3.102 1.444 3.574 -0.05
C -1.830 1.248 4.041 -0.38
O -1.629 1.049 5.150 0.15
O -1.981 0.181 0.747 -0.10
C -1.359 -0.978 0.226 -0.17
C -1.709 -2.288 0.971 -0.12
C -0.534 -2.915 1.695 -0.81
O 0.381 -2.370 2.076 0.10
Cl -0.656 -4.701 1.937 0.62
H 2.707 -3.525 1.820 0.06
H 3.731 -2.604 2.881 0.07
H 2.706 -1.797 1.608 0.05
H 5.451 -2.668 1.274 0.09
H 4.414 -3.878 0.432 0.09
H 4.246 -0.842 0.099 0.10
H 5.270 -1.893 -0.955 0.06
H 2.873 -3.169 -1.150 0.11
H 2.277 -1.529 -0.819 0.09
H 4.318 -1.468 -2.967 0.09
H 3.071 -2.651 -3.302 0.06
H 1.877 -0.924 -4.182 0.05
H 1.412 -0.596 -2.530 0.09
H 2.144 1.465 -3.360 0.10
H 3.588 0.756 -4.147 0.12
H 3.128 0.874 -1.126 0.10
H 4.662 0.426 -1.888 0.10
H 3.863 3.046 -2.888 0.10
H 5.375 2.507 -2.158 0.10
H 4.917 3.887 -0.423 0.10
H 3.894 2.551 0.095 0.09
H 2.307 3.908 -1.841 0.09
H 3.000 5.228 -0.945 0.10
H 1.418 4.886 0.657 0.10
H 2.057 3.290 1.075 0.11
H 0.221 3.684 -1.275 0.10
H 0.665 2.136 -0.565 0.11
H -0.744 4.290 1.042 0.11
H -0.925 2.531 1.307 0.08
H -2.178 4.395 -0.683 0.11
H -1.633 2.881 -1.364 0.08
H -3.293 2.664 1.143 0.11
H -4.181 3.493 -0.099 0.07
H -2.217 0.915 -1.680 0.07
H -3.303 1.847 -2.449 0.10
H -5.469 1.995 -1.623 0.12
H -5.806 1.995 0.089 0.04
H -5.699 -0.738 -0.232 0.08
H -7.066 0.187 -0.791 0.07
H -6.363 0.096 -3.076 0.07
H -4.796 -0.706 -2.635 0.05
H -3.637 -0.682 -0.044 0.13
H -5.033 -0.496 1.683 0.12
H -4.825 1.259 1.764 0.10
H -4.466 -0.076 3.818 0.13
H -2.896 -0.609 3.220 0.11
H -0.993 1.266 3.326 0.15
H -1.658 -1.120 -0.820 0.12
H -0.277 -0.825 0.243 0.12
H -2.547 -2.196 1.666 0.12
H -2.042 -3.028 0.234 0.11
Cl -8.310 6.238 1.116 0.54
C -6.994 5.202 0.552 -2.03
Cl -5.490 6.131 0.501 0.54
Cl -6.802 3.842 1.667 0.54
Cl -7.365 4.609 -1.078 0.51
Cl 8.390 -1.700 -1.150 0.51
C 8.226 -3.372 -1.700 -2.03
Cl 7.915 -4.416 -0.319 0.52
Cl 6.870 -3.494 -2.831 0.53
Cl 9.718 -3.874 -2.510 0.53
Cl -8.215 -5.335 -2.499 0.51
C -6.739 -6.099 -1.895 -2.06
Cl -6.624 -5.857 -0.146 0.51
Cl -6.786 -7.832 -2.248 0.52
Cl -5.331 -5.377 -2.682 0.50
Cl -9.462 2.682 0.098 0.47
C -10.278 1.257 -0.561 -2.02
Cl -10.005 -0.126 0.507 0.54
Cl -12.009 1.581 -0.684 0.51
Cl -9.627 0.898 -2.167 0.54
Cl 10.377 1.692 -0.922 0.52
C 11.872 0.786 -0.644 -2.05
Cl 12.166 0.656 1.094 0.50
Cl 11.717 -0.829 -1.340 0.50
Cl 13.225 1.633 -1.407 0.52
Cl -14.955 3.345 0.389 0.51
C -14.195 4.939 0.266 -2.05
Cl -12.438 4.755 0.267 0.49
Cl -14.706 5.720 -1.235 0.52
Cl -14.686 5.932 1.644 0.53
Cl 4.957 -9.427 -0.634 0.52
C 5.920 -8.054 -0.073 -2.05
Cl 6.036 -6.846 -1.356 0.49
Cl 5.148 -7.329 1.344 0.52
Cl 7.543 -8.609 0.360 0.52
Cl 14.717 3.763 5.571 0.52
C 13.755 2.491 4.808 -2.06
Cl 14.098 0.942 5.589 0.52
Cl 12.036 2.869 4.978 0.52
Cl 14.166 2.388 3.092 0.50
Cl -0.169 -1.069 7.708 0.53
C 0.899 -1.238 9.107 -2.06
Cl 2.006 0.140 9.191 0.52
Cl -0.073 -1.287 10.584 0.51
Cl 1.829 -2.738 8.969 0.51
Cl 0.598 -3.495 -4.320 0.55
C 0.720 -3.768 -6.062 -2.04
Cl 1.302 -5.410 -6.361 0.53
Cl -0.871 -3.560 -6.805 0.53
Cl 1.854 -2.604 -6.760 0.53
```

Computed properties:
* total charge: 0
* HOMO: -9.74 eV
* LUMO: -0.12 eV

=====

Repeat the second record exactly.
C16H15IN8NiO5S5 | the ωB97M-V functional and the def2-TZVPD basis

```
51
Properties=species:S:1:pos:R:3:lowdin_charge:R:1
Ni -0.233 0.275 0.084 0.18
N -0.974 -5.425 5.403 0.06
C -0.772 -4.114 4.913 -0.34
C 0.215 -3.299 5.464 -0.05
C 0.403 -2.011 4.990 -0.07
C -0.406 -1.521 3.981 -0.28
C -1.394 -2.321 3.432 -0.09
C -1.581 -3.611 3.897 -0.04
S -0.169 0.123 3.324 0.62
O 0.652 0.841 4.265 -0.30
O -1.504 0.629 3.105 -0.33
N 0.518 -0.087 1.881 -0.17
C 1.768 -0.616 1.829 -0.48
N 2.242 -0.746 0.577 0.08
C 3.442 -1.246 0.411 -0.15
C 4.228 -1.650 1.491 -0.09
C 3.646 -1.503 2.734 -0.16
N 2.437 -0.997 2.928 0.13
H -0.117 -5.832 5.751 0.07
H -1.368 -6.031 4.697 0.07
H 0.849 -3.682 6.258 0.10
H 1.182 -1.374 5.385 0.10
H -1.999 -1.941 2.619 0.08
H -2.343 -4.238 3.449 0.11
H 3.781 -1.340 -0.617 0.10
H 5.220 -2.063 1.369 0.08
H 4.178 -1.811 3.633 0.10
N 1.754 0.161 -2.442 0.06
C 0.447 0.264 -2.769 -0.70
N -0.524 0.369 -1.897 -0.02
C -1.758 0.416 -2.523 -0.33
C -1.732 0.329 -3.872 -0.36
S -0.102 0.205 -4.419 1.00
C -2.950 0.586 -1.697 -0.35
C -4.214 0.853 -2.118 -0.38
S -5.220 1.101 -0.731 0.97
C -3.826 0.811 0.305 -0.66
N -2.738 0.543 -0.352 0.09
N -3.923 0.837 1.648 0.11
H 1.928 0.733 -1.584 -0.07
H 2.370 0.466 -3.184 0.08
H -2.564 0.339 -4.554 0.06
H -4.577 0.988 -3.123 0.06
H -4.679 1.362 2.050 0.08
H -3.037 0.860 2.154 0.05
O -0.828 3.363 -1.431 -0.43
S -0.027 3.263 -0.218 0.06
O -0.565 2.102 0.652 -0.51
O 0.023 4.480 0.567 -0.44
S 1.862 2.637 -0.576 0.20
I -0.582 -2.378 -0.240 0.13
```

Computed properties:
* total charge: -2
* HOMO: -1.43 eV
* LUMO: 4.10 eV